# 1
38
Properties=species:S:1:pos:R:3:forces:R:3:mulliken_charge:R:1 method="wB97M-V/def2-TZVPD" e_above_lowest_kj_mol=14.1 spin_multiplicity=5
Ru 0.84328 0.62131 0.31057 0.00 -0.10 -0.20 0.37
O -0.26912 1.37543 -1.67236 0.15 0.36 1.00 -0.80
N -0.20791 0.57830 -2.70139 0.14 -0.69 -0.67 0.55
C -1.11637 0.74771 -3.68112 -0.34 0.05 -0.37 -0.14
C -1.14067 -0.04302 -4.79878 0.06 0.01 0.04 -0.74
C -0.19161 -1.05480 -4.93646 0.06 0.15 0.24 -0.13
C 0.72144 -1.23393 -3.92725 -0.27 0.15 -0.26 -0.93
C 0.72816 -0.41068 -2.79445 0.25 0.06 0.20 0.59
S 1.91251 -0.63571 -1.57605 -0.03 0.18 0.46 -0.42
H -1.81264 1.55731 -3.52230 0.06 0.00 0.12 0.40
H -1.89272 0.12699 -5.54953 -0.09 0.09 -0.09 0.39
H -0.16543 -1.66698 -5.82158 -0.04 -0.17 -0.09 0.39
H 1.46441 -2.01114 -3.96840 0.13 -0.07 -0.02 0.41
N 3.66309 -1.02328 1.94140 0.36 0.35 -0.26 -0.38
C 2.48188 -1.55411 2.28098 -0.17 -0.79 0.53 0.38
N 1.35833 -1.24119 1.72049 -0.09 0.68 -0.42 0.37
C 0.29959 -1.97069 2.19938 0.42 -0.64 0.75 -0.36
C 0.62785 -2.86265 3.17141 0.01 0.24 -0.35 -0.44
S 2.32621 -2.82069 3.49006 -0.02 0.42 -0.38 -0.23
C -1.01258 -1.67771 1.66073 -1.06 -0.31 0.10 -0.37
C -2.19912 -2.25906 1.98161 0.28 0.19 -0.11 -0.36
S -3.50714 -1.46297 1.17863 0.47 0.22 -0.15 -0.24
C -2.34119 -0.37851 0.43833 -0.57 -0.69 0.28 0.21
N -1.11498 -0.64307 0.76546 0.62 0.49 -0.15 0.67
N -2.69665 0.56092 -0.44827 -0.02 0.51 -0.23 -0.32
H 3.65630 -0.23908 1.30033 0.04 -0.14 0.16 0.17
H 4.47773 -1.18997 2.50069 0.03 0.07 -0.01 0.22
H -0.00479 -3.52656 3.72147 -0.20 -0.15 0.10 0.42
H -2.38987 -3.08785 2.63106 0.01 -0.14 0.22 0.43
H -3.62807 0.93885 -0.41056 0.08 -0.02 0.01 0.22
H -1.93225 1.17528 -0.74063 -0.14 -0.06 -0.15 0.21
Cl 1.59645 5.30570 2.16468 0.08 0.16 0.13 -0.16
C 0.31691 4.13873 2.47025 0.11 -0.25 -0.08 0.13
Cl -1.17207 4.60677 1.62837 -0.26 0.26 -0.02 -0.17
C 0.66542 2.72769 1.94345 -0.24 0.46 0.91 0.81
O -0.17072 1.84628 2.19871 -0.20 -0.33 -0.17 -0.60
O 1.72545 2.55758 1.31011 0.31 -0.48 -0.80 -0.81
H 0.10088 4.12879 3.54095 0.06 -0.09 -0.28 0.28

# 2
30
Properties=species:S:1:pos:R:3:forces:R:3:mulliken_charge:R:1 method="wB97M-V/def2-TZVPD" e_above_lowest_kj_mol=173.9 charge=+2
In 0.11919 8.70322 0.41631 0.04 0.04 0.00 1.00
O 3.02507 2.19295 -1.19157 0.73 1.94 0.82 -0.38
C 3.59294 3.27991 -0.61643 -0.30 -0.79 0.27 0.78
O 4.85762 3.25779 -0.49292 -0.93 0.58 0.05 -0.37
O 2.94667 4.22179 -0.16636 0.01 0.41 0.05 -0.38
H 3.91435 1.87820 -1.36963 0.42 -2.18 -1.19 0.34
F -3.89255 4.02971 -0.48550 -0.57 -0.61 0.54 -0.25
C -4.55179 2.87678 -0.24008 -0.12 0.25 -0.80 0.34
C -5.86122 2.85873 0.21059 -0.56 2.29 0.11 -0.15
C -6.57827 1.71845 0.31005 0.24 -1.43 -0.02 -0.52
C -5.98306 0.54979 -0.15538 1.20 -1.12 0.03 -0.14
C -4.61092 0.50624 -0.60959 -2.76 0.60 0.18 -0.58
C -3.96252 1.70585 -0.65846 1.86 -0.64 -0.40 -0.17
H -6.43039 3.76690 0.34343 0.45 0.42 0.39 0.37
H -7.56620 1.73062 0.74620 -0.12 -0.06 -0.30 0.39
H -6.51699 -0.38878 -0.17630 -0.24 0.03 0.09 0.36
H -4.28124 -0.41679 -1.06313 0.47 0.12 0.21 0.39
H -2.96432 1.74955 -1.06844 0.14 0.13 -0.03 0.36
F 1.67250 -5.42382 0.88984 1.72 1.33 -0.82 -0.22
C 2.68490 -4.53980 0.61976 -2.56 0.32 2.43 0.61
C 3.65810 -4.80407 -0.28505 -0.03 -1.76 -0.32 -0.41
C 4.72180 -3.96285 -0.39948 0.32 0.67 -1.21 -0.27
C 4.79869 -2.76274 0.34797 0.23 -1.41 -0.55 -0.34
C 3.81207 -2.54709 1.28464 0.20 1.29 0.22 -0.36
C 2.70928 -3.35496 1.41248 0.69 -0.02 0.39 -0.39
H 3.54603 -5.77987 -0.73412 0.43 0.07 -0.63 0.41
H 5.44467 -4.13178 -1.18391 0.25 -0.26 0.16 0.38
H 5.66474 -2.13280 0.20819 -0.12 0.20 0.17 0.42
H 3.99254 -1.66623 1.88290 -0.63 0.00 0.41 0.36
H 2.03829 -3.11493 2.22399 -0.47 -0.43 -0.25 0.40

# 3
43
Properties=species:S:1:pos:R:3:forces:R:3:mulliken_charge:R:1 method="wB97M-V/def2-TZVPD" e_above_lowest_kj_mol=0.0 charge=-2
Zn 2.66006 2.83776 0.50921 -0.76 0.48 -1.47 0.71
F 5.41504 3.15280 -0.10227 0.84 -0.55 1.28 -0.17
C 5.92014 2.10928 0.60326 0.17 -1.97 -5.02 0.54
F 6.16843 2.39203 1.81401 -0.27 0.44 1.89 -0.18
F 7.13845 1.73887 0.01099 -1.23 0.61 0.62 -0.25
S 4.61630 0.65662 0.12437 -3.23 -0.85 -0.76 1.15
O 3.49077 1.08020 1.06454 1.52 -0.23 0.51 -0.64
O 5.08625 -0.72452 0.31928 0.34 2.47 0.56 -0.59
N 4.10262 0.95721 -1.30330 4.88 -0.43 2.06 -0.39
S 2.66480 0.91453 -1.97200 -1.95 2.55 -2.08 0.21
O 1.96298 -0.31791 -1.59651 -0.14 -0.30 0.70 -0.40
O 2.02423 2.22776 -1.36624 0.19 -1.39 0.64 -0.62
C 0.38074 -2.82416 -1.84428 -0.78 1.97 -0.52 0.55
F 1.52007 -2.91349 -2.50986 0.20 -0.35 0.07 -0.20
F -0.39898 -1.87422 -2.54495 0.79 -1.46 0.58 -0.26
F -0.27149 -4.01690 -2.02657 0.38 0.72 0.60 -0.27
O 2.41385 6.73986 1.00150 0.53 1.94 -0.21 -0.60
C 2.32936 5.57127 0.78557 -2.99 -2.99 1.65 0.52
O 3.05763 4.76945 0.12152 1.04 -0.42 -0.27 -0.59
C 0.92636 4.63051 1.65862 3.05 4.59 -2.04 0.55
O 0.02437 5.36689 2.03570 -0.02 -2.03 0.36 -0.61
O 1.32643 3.44679 1.75787 -1.63 -1.68 1.22 -0.58
C -5.90733 -1.47270 0.11991 -0.76 0.54 0.84 -1.42
C -4.43597 -1.65725 0.14293 1.40 -0.95 -0.23 0.81
C -3.78692 -2.86868 0.43511 1.91 -0.39 -1.01 -0.90
C -2.34076 -3.03106 0.33516 -1.18 2.04 0.91 1.15
C -1.64940 -4.15061 1.05759 -2.23 -1.09 1.72 -1.45
C -1.59603 -1.89581 -0.01421 0.22 -0.19 0.88 -0.80
Te 0.59299 -1.93431 0.23517 -1.58 -0.79 -1.49 0.36
C -2.23628 -0.68209 -0.32652 -0.41 -0.40 0.06 1.28
C -1.54588 0.59449 -0.58491 0.73 1.08 0.43 -1.38
C -3.62352 -0.59069 -0.27097 -0.72 0.44 -0.05 -0.62
H -6.52630 -1.79180 1.00767 1.00 0.68 -0.52 0.30
H -6.36189 -1.99150 -0.67561 -0.38 -1.07 -1.23 0.31
H -6.04882 -0.43322 -0.18606 -0.50 0.10 0.68 0.33
H -4.27464 -3.82758 0.55810 -0.67 0.24 0.50 0.29
H -2.45033 -4.81783 1.49755 0.48 0.61 -0.30 0.39
H -1.11901 -3.76115 1.95083 -0.03 -0.24 -0.79 0.31
H -1.06483 -4.86076 0.52451 0.94 0.02 -0.79 0.31
H -1.00504 0.89274 0.33246 -0.06 0.00 -0.37 0.31
H -2.30721 1.38035 -0.74782 0.62 -0.28 -0.21 0.31
H -0.78477 0.56987 -1.37096 -0.20 -0.02 0.02 0.24
H -4.08647 0.40898 -0.56043 0.51 -1.47 0.55 0.00

# 4
35
Properties=species:S:1:pos:R:3:forces:R:3:mulliken_charge:R:1 method="wB97M-V/def2-TZVPD" energy_ha=-1578.53687 charge=+2 spin_multiplicity=6
Ir -1.24860 -1.30715 -0.22102 -0.43 -0.30 -0.17 1.10
C 1.77108 -2.93637 -2.28829 0.04 -0.01 -0.01 -1.19
C 1.83521 -2.71397 -0.84438 -0.13 -0.03 -0.10 0.12
N 0.88128 -2.09639 -0.09402 0.42 -0.26 -0.52 -0.61
C 1.27393 -2.15189 1.15991 0.04 0.08 0.31 0.88
C 2.57060 -2.78800 1.22791 -0.21 0.05 0.36 0.04
N 2.85833 -3.12116 -0.02709 -0.27 0.08 -0.18 0.06
C 3.56692 -3.09494 2.32510 0.09 0.27 0.06 0.55
O 3.29700 -2.65108 3.51765 0.09 0.00 -0.09 -0.45
O 4.54963 -3.68135 1.96683 -0.01 -0.12 0.05 -0.49
C 0.38275 -1.61352 2.26109 0.08 -0.11 0.04 0.95
O 0.85090 -1.59862 3.38852 -0.01 0.14 -0.08 -0.72
O -0.76756 -1.23518 1.86376 0.18 0.24 0.11 -0.76
H 0.77785 -2.69279 -2.65668 -0.01 0.01 -0.02 0.30
H 2.00787 -3.97719 -2.52685 0.01 0.03 0.01 0.40
H 2.51999 -2.31265 -2.79190 -0.03 -0.03 0.00 0.35
H 3.70974 -3.62228 -0.27931 0.01 0.02 0.00 0.28
H 2.44031 -2.14359 3.57044 -0.10 -0.25 0.05 0.45
N -1.93842 5.87652 0.29191 0.06 0.15 0.09 -0.31
C -2.32876 5.06298 -0.64524 -0.06 -0.07 -0.06 0.41
S -3.27758 5.54945 -1.95366 -0.01 -0.06 0.00 0.13
C -1.98298 3.61940 -0.56052 0.00 0.00 -0.08 0.84
C -2.06901 2.95447 0.65627 -0.10 0.02 0.09 -0.67
C -1.78584 1.60097 0.68864 -0.02 -0.03 0.01 -0.21
N -1.43073 0.91899 -0.40841 0.05 0.01 0.10 -0.55
C -1.34327 1.56042 -1.57854 -0.10 -0.04 0.03 -0.42
C -1.61446 2.91176 -1.70015 0.01 0.04 -0.07 -0.51
H -2.20512 6.85431 0.30087 0.01 0.00 0.02 0.25
H -1.31466 5.56531 1.02631 0.00 -0.01 -0.01 0.25
H -2.39997 3.44523 1.56342 0.02 -0.01 -0.03 0.43
H -1.86323 1.03804 1.61083 0.05 -0.02 -0.01 0.53
H -1.07889 0.96905 -2.44492 0.05 0.00 0.01 0.46
H -1.51605 3.38959 -2.66611 -0.01 -0.01 0.02 0.45
N -2.82013 -3.12987 -2.25937 0.12 0.21 0.19 -0.47
C -2.30814 -2.44847 -1.47302 0.17 0.03 -0.12 0.16

# 5
32
Properties=species:S:1:pos:R:3:forces:R:3:mulliken_charge:R:1 method="wB97M-V/def2-TZVPD" energy_ha=-1160.07359
Tl 8.11255 12.34340 2.15115 0.23 0.74 0.20 0.78
O 10.47292 13.07999 2.64402 -0.03 0.16 -0.20 -0.66
C 11.09411 14.15202 2.60589 -1.19 -1.30 0.43 -0.17
C 10.59912 15.47907 2.70349 -1.19 -2.01 -0.37 0.64
C 11.52956 16.46981 2.65256 0.68 0.75 -0.02 -0.52
C 11.12063 17.75352 2.67469 -0.14 1.47 -0.55 0.03
C 9.75924 18.07406 2.75078 0.36 -0.17 0.27 -0.49
C 8.84490 17.04852 2.83333 -1.97 2.02 -0.11 -0.57
C 9.18316 15.70583 2.69187 -0.44 -1.85 -0.06 0.33
O 8.29236 14.75827 2.54037 0.96 1.28 0.26 -0.84
N 12.09933 18.82970 2.39723 -0.28 -1.14 0.30 0.96
O 11.71137 19.97378 2.53649 0.60 -0.05 -0.23 -0.60
O 13.21441 18.45766 2.04205 -0.51 0.91 0.23 -0.61
H 12.13732 14.03502 2.52827 1.86 0.17 -0.15 0.47
H 12.57362 16.28864 2.54857 0.60 -0.42 -0.02 0.46
H 9.53220 19.13847 2.72890 -0.41 -0.36 0.12 0.44
H 7.76576 17.29989 2.90291 0.82 -0.23 -0.11 0.35
O 4.25542 10.75444 3.00366 0.04 -1.10 0.26 -0.50
C 3.93360 9.38477 2.73688 0.43 0.31 -0.84 -0.47
C 5.20082 8.48464 2.67726 0.17 0.24 0.33 0.66
C 5.15017 7.10475 2.80756 0.14 -1.75 -0.75 -0.52
C 6.30509 6.30737 2.64451 0.52 2.77 0.17 -0.31
C 7.55115 6.99654 2.50893 -1.83 -1.20 0.88 -0.67
C 7.51688 8.36527 2.53414 -0.56 0.36 -1.06 -0.09
N 6.38084 9.08175 2.50937 -0.12 0.49 0.64 -0.34
H 5.21501 10.69582 3.01214 0.57 0.60 0.05 0.34
H 3.48862 9.40781 1.72822 -0.10 -0.51 0.26 0.22
H 3.19037 9.00938 3.45331 0.33 0.00 -0.11 0.31
H 4.19794 6.57910 2.89351 0.11 0.31 0.18 0.31
H 6.26589 5.24576 2.66296 -0.12 -0.66 0.04 0.44
H 8.47575 6.45597 2.52997 0.34 -0.12 -0.25 0.38
H 8.43637 8.91251 2.39102 0.12 0.26 0.22 0.24

# 6
43
Properties=species:S:1:pos:R:3:forces:R:3:mulliken_charge:R:1 method="wB97M-V/def2-TZVPD" energy_ha=-4457.22803 charge=+2 spin_multiplicity=4
Mo -0.64500 0.49420 -0.25181 -1.04 0.20 -0.13 1.60
C -2.11900 1.44653 3.39038 -0.01 0.03 -0.07 -1.65
C -1.26188 0.31250 2.87163 -0.03 -0.06 0.08 0.52
O -1.09971 0.45235 1.44559 -0.04 0.09 0.28 -0.01
C 0.15755 0.37396 3.47725 0.08 -0.01 -0.10 0.67
F 0.88557 -0.70329 3.12225 -0.01 0.01 0.01 -0.25
F 0.12314 0.45575 4.78678 -0.01 0.00 -0.02 -0.22
F 0.79376 1.44862 2.97903 -0.01 -0.01 0.04 -0.23
C -1.92255 -1.07322 3.09113 -0.01 -0.01 -0.10 0.65
F -1.84915 -1.42017 4.36259 -0.01 0.02 0.00 -0.22
F -1.32316 -2.00805 2.34063 0.00 0.00 0.01 -0.23
F -3.20264 -1.01950 2.71774 0.03 -0.01 0.02 -0.23
H -1.62028 2.39754 3.21295 0.00 0.01 0.01 0.45
H -2.27120 1.31885 4.46149 -0.01 -0.02 0.00 0.46
H -3.08219 1.44058 2.88801 -0.01 0.02 -0.01 0.41
N -2.69633 -2.88122 -1.81209 -0.07 0.00 0.03 -0.03
C -3.74126 -2.37727 -1.06450 0.03 -0.06 -0.05 -0.79
C -3.25644 -1.28703 -0.43509 0.08 -0.02 0.07 -0.49
N -1.91439 -1.13095 -0.78808 -0.07 0.09 -0.13 0.43
C -1.62579 -2.11938 -1.63732 0.03 0.03 0.00 -0.56
H -2.73663 -3.69491 -2.40926 0.00 0.00 0.00 0.24
H -4.71731 -2.82925 -1.05327 0.01 -0.01 0.00 0.44
H -3.75541 -0.61394 0.23947 0.00 0.02 0.00 0.55
H -0.67863 -2.26999 -2.12581 0.00 0.00 0.00 0.48
F 0.48230 -0.26725 -1.45861 0.42 -0.38 -0.22 -0.60
As -2.49180 1.86575 -1.37542 -0.01 0.03 0.53 1.72
F 0.47940 1.98712 -0.26840 0.13 0.02 0.02 -0.55
F -3.28847 1.99278 0.17811 -0.05 0.02 0.08 -0.46
F -2.45688 3.51676 -1.60462 0.05 -0.01 -0.12 -0.32
F -3.88089 1.25291 -2.08274 0.04 -0.02 -0.15 -0.29
F -1.50305 1.49114 -2.77003 0.14 -0.06 -0.10 -0.45
Te 2.94419 0.03041 0.78888 0.34 0.01 -0.03 0.69
C 3.98417 0.15126 -0.94991 -0.04 0.09 0.07 0.65
C 5.01130 -0.77260 -1.22294 0.00 -0.02 0.00 -0.50
C 5.74085 -0.62664 -2.38155 0.01 0.00 -0.01 -0.58
C 5.45756 0.42341 -3.25705 -0.02 0.00 0.03 -0.36
C 4.43713 1.33663 -2.98347 0.02 0.00 -0.03 -0.68
C 3.69548 1.21330 -1.83025 0.00 0.00 -0.04 -0.24
H 5.23092 -1.58232 -0.53849 0.01 0.01 0.00 0.37
H 6.53596 -1.32288 -2.60911 0.00 0.00 0.00 0.41
H 6.04160 0.53194 -4.16124 0.00 0.00 0.00 0.42
H 4.23258 2.14367 -3.67319 0.01 0.00 0.00 0.41
H 2.90660 1.92188 -1.60970 0.00 0.00 0.01 0.37